(1)
14
Properties=species:S:1:pos:R:3 method="wB97M-V/def2-TZVPD" homo_ev="-9.168 / -9.165" gap_ev="8.87 / 8.87" e_tot_ev=-33278.0673
C -0.5058 0.0013 -1.2274
C 1.1701 -0.7095 1.0560
C -1.3174 0.1830 -0.0145
N 0.0202 1.2212 -1.6837
N 0.1929 0.1331 1.4460
O -0.4541 -1.0309 -1.8004
Cl -2.0683 1.6511 0.2052
Cl -2.3572 -1.1246 0.4220
H 1.7749 -0.9165 1.8830
H 0.9532 -1.6909 0.7389
H 1.9192 -0.3097 0.1761
H 0.4592 1.7322 -0.8782
H 0.5837 1.2720 -2.4613
H -0.3706 -0.4120 2.1383

(2)
84
Properties=species:S:1:pos:R:3 method="wB97M-V/def2-TZVPD" homo_ev="-4.883 / -4.866" charge=-1 gap_ev="7.30 / 7.28" multiplicity=4 e_tot_ev=-178907.2905
Co 11.9931 11.4799 6.4943
C 11.7233 16.9398 12.1242
C 11.9045 15.4559 12.1393
C 10.8284 14.7943 13.0059
C 13.2634 15.1400 12.7450
C 11.9030 14.9732 10.7380
C 11.9906 13.6077 10.5041
C 11.9720 13.1131 9.2357
Se 12.1234 11.2155 9.0076
C 14.0071 11.0072 8.7361
C 14.7825 11.0438 9.8818
C 16.1472 10.8331 9.8111
C 16.6272 10.5047 8.5680
C 15.8784 10.5369 7.4207
C 14.5181 10.8394 7.4773
O 13.7924 10.8665 6.3631
C 16.5776 10.2058 6.0584
C 16.1021 8.8414 5.5908
C 16.2865 11.2175 4.9538
C 18.1545 10.0862 6.1936
C 16.9762 10.9949 11.0242
C 16.8621 12.5293 11.4144
C 18.4316 10.6749 10.7909
C 16.4925 10.1092 12.2456
C 11.9142 13.9111 8.0087
O 12.0601 13.4021 6.8312
C 11.7686 15.2665 8.2740
C 11.7437 15.7370 9.6023
C 11.9051 16.2582 7.1372
C 11.0314 16.0444 5.9178
C 11.5781 17.6738 7.6103
C 13.3600 16.3134 6.6894
H 11.8607 17.3375 13.1188
H 12.6121 17.3494 11.5509
H 10.8201 17.4186 11.7569
H 10.7882 15.3430 13.9562
H 9.8888 15.0057 12.4511
H 11.0442 13.7671 13.3309
H 13.4477 15.6488 13.6681
H 13.3420 14.0735 12.9422
H 14.1080 15.3707 12.0852
H 12.0012 12.8718 11.2776
H 14.3733 11.3516 10.8352
H 17.6515 10.1887 8.3673
H 15.0446 8.8629 5.4471
H 16.5519 8.5015 4.6702
H 16.2339 7.9887 6.3172
H 15.2390 11.5718 4.9874
H 16.9074 12.1206 5.0306
H 16.4892 10.6529 3.9467
H 18.5209 9.2646 6.7322
H 18.6470 10.0918 5.3021
H 18.4472 10.9995 6.7260
H 17.0393 13.0851 10.5010
H 15.9263 12.7035 11.8840
H 17.5913 12.8758 12.1049
H 18.8804 11.3952 10.0521
H 18.9673 10.7964 11.7510
H 18.6474 9.6210 10.4231
H 15.3809 10.1871 12.2994
H 16.6219 9.0414 12.0231
H 16.9807 10.4365 13.1477
H 11.7847 16.7949 9.6479
H 9.9362 15.9225 6.2353
H 11.1173 16.9405 5.3237
H 11.2774 15.1101 5.4009
H 10.6420 17.7000 8.0883
H 12.3438 18.0658 8.3035
H 11.5587 18.3871 6.8045
H 13.6032 15.3827 6.1980
H 13.4942 17.0525 5.9215
H 14.0202 16.4774 7.5378
Cl 8.5747 11.5632 7.9437
C 8.4835 9.8911 7.6109
C 7.7166 9.0430 8.4384
C 7.7608 7.6580 8.1409
C 8.6172 7.2011 7.2148
C 9.3439 8.0525 6.3721
Cl 10.3328 7.2738 5.1714
C 9.3119 9.4759 6.5231
S 10.1783 10.5372 5.4304
H 7.0500 9.4802 9.1910
H 6.9722 7.0270 8.6685
H 8.6237 6.1519 6.9972

(3)
17
Properties=species:S:1:pos:R:3 method="wB97M-V/def2-TZVPD" homo_ev=-8.730 smiles="C=CCC.S=CS" gap_ev=8.48 e_tot_ev=-27015.2416
C -1.4717 -0.8381 1.1629
C -0.3767 -1.0418 0.4705
C 1.0715 -0.7842 0.9479
C 2.0272 -0.6874 -0.2314
H -2.4361 -1.2030 0.8718
H -1.5527 -0.3192 2.0853
H -0.3713 -1.7630 -0.2686
H 1.0253 0.2243 1.3208
H 1.3587 -1.4255 1.8202
H 3.0589 -0.1611 -0.0844
H 1.6915 -0.0967 -1.0184
H 2.1698 -1.5980 -0.7035
S -0.1538 3.2308 -1.3107
C -0.9259 1.9488 -0.7600
S -2.1323 1.1271 -1.7596
H -0.8463 1.2857 0.0848
H -2.1361 2.1015 -2.6274

(4)
10
Properties=species:S:1:pos:R:3 method="wB97M-V/def2-TZVPD" homo_ev=-10.687 gap_ev=8.49 e_tot_ev=-9775.5448
C -1.1060 -0.8795 0.4258
C -1.7332 -1.6553 -0.3018
C 1.3338 -0.1805 -0.0005
C -0.1702 0.0672 0.2384
N -0.7440 1.7227 0.2867
O 1.5674 -1.4754 -0.3002
O 2.1585 0.7150 0.0378
H -1.7331 1.4937 0.2716
H -0.4404 2.3374 -0.5410
H 0.8671 -2.1452 -0.1168

The energy relative to the best compared isomer or geometry (same formula, charge and spin) results, record by record, are as follows: 188.6, 65.4, 187.6, 592.6 kJ/mol.